# 1
Below is a 2-piece molecular cluster, C23H19Cl2N2O6S overall in a non-equilibrium geometry, with properties calculated with wB97M-V/def2-TZVPD.

XYZ file:
```
53
Properties=species:S:1:pos:R:3:forces:R:3:nbo_charge:R:1
Cl 6.20356 4.86988 2.14381 0.2 0.3 0.1 -0.019
C 5.17051 3.52734 1.80488 -0.3 -0.6 -0.2 -0.046
C 3.79577 3.68624 1.82915 0.1 0.3 0.1 -0.264
C 2.97325 2.61528 1.54447 -0.2 0.0 -0.1 -0.115
C 3.52727 1.39165 1.22978 -0.3 -0.6 -0.2 -0.295
S 2.47377 -0.00268 0.79427 -0.6 -2.6 2.5 2.046
C 2.32998 -0.90019 2.33215 0.4 2.3 -1.9 -0.982
Cl 1.09594 -2.06597 2.47696 -0.8 -0.5 0.0 -0.083
O 1.15660 0.62899 0.42038 2.4 -1.4 -0.5 -0.963
O 3.30235 -0.89719 -0.09484 -1.8 2.4 0.0 -0.962
C 4.89480 1.22862 1.20411 0.1 -0.2 -0.1 -0.187
C 5.71898 2.29673 1.48939 0.4 0.3 0.1 -0.233
H 3.38883 4.65555 2.06120 -0.1 0.2 0.1 0.215
H 1.89967 2.72103 1.53889 -0.1 0.0 0.0 0.239
H 3.00879 -0.74666 3.13966 0.3 0.1 0.1 0.205
H 5.29890 0.26652 0.93287 0.1 -0.1 -0.1 0.250
H 6.78997 2.19438 1.45879 0.2 -0.1 0.0 0.215
C -0.03945 -6.02685 -2.60924 0.1 -0.2 -0.1 -0.217
C 0.58000 -6.10585 -1.37867 0.1 -0.2 0.0 -0.205
C 0.03151 -5.46816 -0.28529 -0.1 0.1 0.2 -0.215
C -1.14681 -4.75343 -0.41316 0.1 0.5 0.0 0.039
C -1.74430 -4.02601 0.75006 0.1 -1.2 0.7 -0.110
O -1.81281 -2.64589 0.50393 -0.7 2.5 0.6 -0.457
C -2.30802 -1.98925 1.58771 -0.1 -2.5 2.0 0.832
N -2.39968 -0.60901 1.45743 1.0 2.1 -3.2 -0.136
N -2.86508 0.07958 2.34831 -0.5 -2.6 1.8 -0.146
C -2.93703 1.43612 2.04859 0.4 2.7 -1.3 0.837
O -3.14971 2.28927 2.88128 0.1 -1.2 -0.5 -0.550
O -2.73475 1.71143 0.73247 -0.3 -0.9 1.1 -0.477
C -2.75179 3.09371 0.47853 0.0 1.1 0.2 -0.104
C -2.41832 3.37044 -0.95628 0.1 -0.4 0.2 0.041
C -1.32214 4.13833 -1.31124 -0.1 0.0 0.3 -0.218
C -1.01813 4.34598 -2.64133 0.1 0.2 -0.1 -0.204
C -1.80015 3.78058 -3.62743 0.1 0.1 -0.2 -0.216
C -2.87997 2.99619 -3.28051 -0.2 -0.1 -0.1 -0.197
C -3.18299 2.78967 -1.95101 -0.1 -0.1 0.0 -0.225
O -2.65220 -2.55118 2.60143 0.1 -0.1 -0.5 -0.550
C -1.74964 -4.66107 -1.65344 -0.1 0.1 -0.1 -0.226
C -1.20187 -5.29741 -2.74731 -0.2 0.1 -0.2 -0.200
H 0.37860 -6.54066 -3.45969 0.1 0.0 -0.1 0.205
H 1.49333 -6.66688 -1.27203 0.2 -0.1 0.0 0.210
H 0.52805 -5.49724 0.66996 0.1 0.0 0.2 0.221
H -2.76169 -4.37949 0.96036 0.1 -0.1 0.0 0.190
H -1.15068 -4.17102 1.66014 -0.1 -0.2 -0.2 0.213
H -3.75233 3.46411 0.73430 0.1 0.2 0.0 0.189
H -2.03267 3.56711 1.15732 -0.2 0.1 -0.2 0.200
H -0.69570 4.55006 -0.53807 0.1 0.1 0.1 0.213
H -0.16584 4.94699 -2.91117 0.2 0.1 0.0 0.210
H -1.57035 3.95377 -4.66631 0.1 0.0 -0.2 0.207
H -3.48314 2.53913 -4.04763 -0.1 -0.1 -0.1 0.205
H -3.99714 2.14372 -1.66487 -0.2 -0.1 0.0 0.211
H -2.63391 -4.05308 -1.75396 -0.2 0.1 -0.1 0.210
H -1.68215 -5.22324 -3.70909 -0.1 0.0 -0.2 0.204
```
Positions in Å, forces in eV/Å.

The gap between HOMO and LUMO is 0.1292 hartree. Its total charge is -1. The HOMO energy comes out at -2.54 eV. For the total energy, the calculation gives -2767.29178 hartree. The spin multiplicity is 1.



# 2
Below is the molecule C16H20ClNO4, with properties calculated with wB97M-V/def2-TZVPD.

XYZ file:
```
42
Properties=species:S:1:pos:R:3:forces:R:3:nbo_charge:R:1
C 0.14645 -2.78668 0.12928 -0.2 0.1 -0.2 -0.600
C -1.17955 -2.33926 -0.47515 0.0 -0.1 0.3 -0.406
C -2.31546 -2.42124 0.54411 -0.1 0.1 -0.4 -0.399
C -3.67108 -2.02045 -0.04398 0.0 -0.2 0.4 -0.224
N -3.70469 -0.62379 -0.41365 0.3 -0.4 -0.4 -0.625
C -4.35859 0.30434 0.30271 0.2 0.6 -0.4 0.643
O -5.10549 0.06925 1.22613 -0.2 0.0 0.4 -0.613
C -4.07908 1.74356 -0.17860 -0.4 -0.2 -0.2 -0.166
H -4.13879 1.79639 -1.27054 0.0 0.1 0.1 0.204
H -4.79813 2.41998 0.28402 0.1 -0.2 -0.1 0.223
O -2.79481 2.19290 0.25925 0.0 0.2 0.3 -0.482
C -1.71998 1.83725 -0.43362 0.4 0.0 0.0 0.821
O -1.74674 1.12795 -1.41407 0.0 0.1 -0.1 -0.644
C -0.46455 2.42846 0.15275 0.1 -0.2 -0.1 -0.497
C 0.71164 1.46625 0.00110 -0.3 0.5 0.0 -0.518
C 2.04366 2.17967 0.11808 -0.3 -0.2 0.0 0.591
O 2.11614 3.38368 0.21644 0.0 0.0 0.0 -0.542
C 3.26020 1.32806 0.09354 0.6 0.0 0.0 -0.197
C 4.49330 1.95689 0.27906 -0.2 0.0 0.0 -0.131
C 5.67019 1.23772 0.26745 0.1 -0.1 0.0 -0.239
C 5.62128 -0.13461 0.06616 -0.3 0.1 0.0 -0.016
C 4.40723 -0.78029 -0.12448 0.2 -0.1 0.0 -0.259
C 3.23407 -0.05152 -0.11096 0.0 0.3 0.0 -0.106
H 2.30216 -0.56982 -0.26806 -0.1 -0.1 0.0 0.211
H 4.38627 -1.84724 -0.28242 0.0 -0.1 0.0 0.230
Cl 7.08203 -1.04904 0.04947 0.2 -0.1 0.0 0.023
H 6.61914 1.72956 0.41158 0.1 0.0 0.0 0.232
H 4.50383 3.02557 0.43271 0.0 0.1 0.0 0.240
H 0.65564 0.67470 0.74992 0.0 -0.1 -0.1 0.229
H 0.65965 1.00258 -0.98845 0.0 -0.1 0.1 0.253
H -0.23545 3.34946 -0.39235 -0.1 0.0 0.1 0.262
H -0.64045 2.69696 1.19357 0.0 0.1 -0.1 0.239
H -3.06090 -0.31824 -1.13319 -0.2 0.2 0.2 0.427
H -4.46021 -2.17031 0.69600 0.0 0.0 -0.2 0.235
H -3.88891 -2.62493 -0.92976 0.0 0.0 0.1 0.191
H -2.39141 -3.44448 0.91691 0.0 0.0 0.1 0.205
H -2.09523 -1.77180 1.39440 0.0 0.0 0.1 0.201
H -1.41786 -2.97659 -1.32969 0.0 0.0 -0.1 0.196
H -1.08036 -1.31559 -0.84208 0.0 0.0 -0.1 0.202
H 0.94178 -2.73376 -0.61113 0.2 0.0 0.0 0.204
H 0.41524 -2.15789 0.97622 0.1 0.1 0.1 0.197
H 0.07783 -3.81367 0.48133 0.1 -0.1 0.1 0.207
```
Positions in Å, forces in eV/Å.

The gap between HOMO and LUMO is 0.3484 hartree. The HOMO energy comes out at -9.60 eV. The structure (SMILES) is CCCCNC(=O)COC(=O)CCC(=O)c1ccc(Cl)cc1. For the total energy, the calculation gives -1437.64737 hartree. The spin multiplicity is 1.



# 3
Below is a 8-piece molecular cluster, C42H72Cl14N3O2S3 overall in a non-equilibrium geometry, with properties calculated with wB97M-V/def2-TZVPD.

XYZ file:
```
136
Properties=species:S:1:pos:R:3:forces:R:3:lowdin_charge:R:1
C 6.55185 0.94114 3.30841 -0.6 0.4 0.3 -0.088
C 5.38287 1.89226 3.02566 0.9 0.4 1.0 -0.237
N 4.17158 1.49488 3.75905 -1.3 -0.1 -1.4 -0.214
C 3.61051 0.21409 3.30201 0.3 -0.4 -0.7 -0.237
C 3.41131 0.01180 1.79297 0.0 -0.5 0.0 -0.096
C 3.24668 2.53411 3.91226 0.2 0.6 1.2 -1.089
S 3.45963 3.64556 5.08716 0.0 0.0 -0.1 0.711
S 1.83942 2.67810 2.84072 0.1 -0.5 -0.2 0.924
C 0.46602 3.22134 3.89689 -0.4 -0.3 0.0 -0.451
C -0.79913 3.19920 3.01355 1.1 0.2 -0.5 -0.239
C -0.97855 1.78723 2.41150 -0.6 -0.1 0.8 -0.157
C -2.40553 1.33217 2.19936 0.8 0.4 -0.5 -0.049
C -3.29970 1.20486 3.29700 0.1 0.0 -0.1 -0.138
C -2.90568 1.50432 4.72462 -1.0 -0.5 -0.4 -0.094
C -3.94810 1.05520 5.76201 0.9 0.4 1.4 -0.412
C -3.79603 2.01416 6.97202 -0.2 0.0 -0.5 -0.068
C -3.69723 -0.35988 6.28421 -0.9 0.2 0.2 -0.110
N -4.52008 0.76655 3.11111 0.3 -0.1 0.1 0.198
N -4.87177 0.44677 1.87724 -1.2 -0.2 -0.4 0.001
C -6.25187 -0.09315 1.79027 -0.2 -0.2 0.2 -0.100
O -6.19811 -1.47054 1.53943 0.0 0.2 -0.2 -0.090
O -6.62057 -2.16535 2.70882 0.0 0.0 0.2 -0.009
C -4.14711 0.54249 0.77386 1.2 0.7 -0.2 -0.102
C -4.60732 0.13263 -0.59182 0.2 -0.3 -0.1 -0.040
C -3.82079 -1.11266 -0.99080 0.0 -0.7 0.3 -0.216
C -3.47183 -1.33819 -2.31480 0.0 0.3 -0.1 -0.053
C -2.69558 -2.43067 -2.65734 0.5 -0.7 -0.3 -0.091
C -2.25646 -3.34891 -1.71128 -0.7 0.9 0.5 -0.043
C -2.61407 -3.13838 -0.37873 0.2 -0.6 -0.2 -0.256
C -2.10761 -4.10571 0.66387 0.4 0.6 0.1 -0.040
C -3.38398 -2.03007 -0.03460 0.2 -0.2 0.0 0.001
C -2.81382 1.02620 0.91308 -0.7 -0.4 0.2 -0.070
C -1.91026 1.17957 -0.28578 0.3 1.4 0.7 -0.092
C -1.54972 2.69334 -0.56149 -0.8 -0.5 -0.4 -0.265
C -2.57768 3.70034 -0.06461 0.9 0.7 0.3 -0.561
S -2.11228 5.39844 -0.56430 -0.4 0.3 -0.3 0.729
H 7.46716 1.53224 3.31535 0.1 -0.2 -0.2 0.088
H 6.44608 0.51443 4.30443 -0.1 0.0 0.1 0.096
H 6.64909 0.15074 2.56402 -0.9 1.3 2.1 -0.014
H 5.22689 2.05543 1.95557 -0.2 -0.2 0.0 0.094
H 5.67956 2.85590 3.43731 -0.2 0.1 0.0 0.102
H 4.31094 -0.56183 3.62072 0.1 0.1 0.2 0.114
H 2.67105 -0.01757 3.80254 0.0 0.4 0.2 0.111
H 4.30972 0.19070 1.20250 0.1 0.1 0.0 0.060
H 2.58404 0.57790 1.37007 0.1 0.2 0.0 0.030
H 3.16786 -1.04445 1.64132 0.0 0.0 0.0 0.072
H 0.32768 2.45507 4.66301 0.3 0.2 0.3 0.082
H 0.65556 4.19521 4.33718 0.0 0.0 0.0 0.067
H -0.59872 3.92586 2.21964 -0.4 -0.1 -0.2 0.099
H -1.66389 3.55671 3.56059 0.0 0.0 0.1 0.102
H -0.52967 1.06507 3.10535 0.0 0.0 0.0 0.125
H -0.40921 1.69853 1.50034 0.0 0.0 -0.1 0.072
H -2.75865 2.57297 4.85929 0.2 0.0 -0.2 0.113
H -1.96547 0.97096 4.88942 0.1 0.3 0.2 0.136
H -4.97746 1.17164 5.43258 0.1 -0.2 -0.4 0.114
H -4.29581 2.95946 6.74948 0.1 0.1 0.1 0.083
H -2.74146 2.21988 7.16351 0.0 0.0 0.2 0.083
H -4.24994 1.59213 7.86645 0.0 0.0 0.0 0.082
H -4.51340 -0.57088 6.98290 0.2 -0.1 -0.1 0.030
H -2.78344 -0.40109 6.87805 0.2 -0.1 -0.3 0.090
H -3.74995 -1.12815 5.51161 0.3 0.0 0.0 0.057
H -6.75620 0.05762 2.73839 0.2 0.3 0.1 0.140
H -6.77772 0.44451 1.00576 0.0 -0.2 -0.2 0.143
H -5.87149 -2.08959 3.32575 0.1 -0.1 -0.1 0.089
H -5.68132 0.01486 -0.71152 0.0 -0.2 0.2 0.128
H -4.30439 0.91657 -1.28734 -0.2 0.2 0.1 0.131
H -3.76871 -0.62360 -3.07658 0.0 -0.1 0.0 0.106
H -2.36440 -2.59661 -3.67489 -0.3 0.2 0.0 0.050
H -1.64793 -4.19959 -1.98290 0.0 0.0 -0.1 0.114
H -1.18312 -3.69772 1.08772 0.0 0.0 0.1 0.082
H -2.79956 -4.24421 1.49315 -0.1 -0.1 -0.1 0.078
H -1.83072 -5.05575 0.21385 -0.2 -0.1 0.1 0.078
H -3.60308 -1.91764 1.02228 -0.2 0.1 -0.1 0.115
H -0.97104 0.69275 -0.02968 -0.1 -0.5 -0.5 0.117
H -2.34043 0.79254 -1.19493 0.2 -0.4 0.1 0.095
H -1.51380 2.79419 -1.64615 0.2 0.1 0.1 0.046
H -0.55070 2.93127 -0.20151 0.0 0.1 0.1 0.096
H -2.66942 3.73214 1.01956 -0.1 -0.3 0.0 0.046
H -3.56974 3.55205 -0.49196 0.0 -0.1 -0.1 0.076
H -0.85165 5.49404 -0.10511 -0.1 -0.4 0.1 -0.142
Cl -1.85129 -0.78253 -5.35896 0.0 0.1 0.0 0.601
C -1.32913 -1.06660 -7.03994 -0.2 0.0 -0.1 -0.697
C -0.81227 -2.46701 -7.23512 -0.1 0.0 0.0 -0.653
Cl 0.69425 -2.72161 -6.31297 0.1 -0.2 0.0 0.532
H -0.57567 -0.32453 -7.26392 0.0 0.0 0.1 -0.041
H -2.18582 -0.89105 -7.68888 0.0 -0.1 0.1 0.079
H -0.59739 -2.63101 -8.28797 0.1 0.0 0.0 0.045
H -1.52768 -3.21908 -6.91070 0.0 0.1 0.1 0.070
Cl 0.37817 1.99104 -3.23427 0.1 -0.1 -0.1 0.600
C 1.74641 0.85026 -3.42084 0.2 0.0 -0.1 -0.687
C 2.53946 1.10214 -4.67678 -0.2 0.0 0.0 -0.697
Cl 1.59865 0.69957 -6.13864 0.1 0.2 -0.1 0.586
H 1.34280 -0.15543 -3.39972 -0.1 0.1 -0.2 -0.017
H 2.38694 0.98121 -2.54992 0.0 0.0 0.0 0.063
H 3.42483 0.47290 -4.68099 -0.2 -0.1 0.0 -0.020
H 2.85591 2.14042 -4.75212 -0.1 0.0 -0.1 0.061
Cl -8.66578 -0.19577 7.65658 0.1 0.0 0.0 0.564
C -8.40812 -0.56009 5.93512 -0.1 0.0 0.0 -0.670
C -7.99201 -1.99072 5.70887 -0.2 -0.1 0.0 -0.632
Cl -6.35626 -2.31876 6.35395 -0.2 -0.1 -0.2 0.603
H -7.66043 0.13486 5.55538 0.0 0.0 0.0 0.053
H -9.35014 -0.36899 5.42286 0.0 -0.1 0.0 0.077
H -7.96743 -2.20102 4.64176 0.0 0.0 0.0 0.047
H -8.68116 -2.68826 6.17750 0.0 0.0 0.1 0.076
Cl 4.11037 -2.03978 -2.82886 -0.2 0.0 -0.1 0.555
C 3.27899 -3.12922 -1.68780 0.1 -0.1 0.1 -0.646
C 1.79042 -3.18605 -1.91604 0.0 -0.2 -0.1 -0.617
Cl 0.98953 -1.64544 -1.50489 -0.1 -0.2 0.3 0.609
H 3.51455 -2.79371 -0.67991 0.0 0.1 0.0 0.050
H 3.70692 -4.12062 -1.82903 0.0 0.0 0.0 0.081
H 1.35150 -3.95370 -1.28034 0.0 0.0 0.1 0.072
H 1.55065 -3.41950 -2.95128 0.0 0.1 0.0 0.067
Cl 7.29027 -0.83410 -5.85637 0.0 0.0 0.0 0.544
C 7.94987 0.45014 -4.80948 0.1 0.0 0.0 -0.653
C 7.14032 0.62334 -3.55113 0.2 0.0 0.1 -0.658
Cl 5.52123 1.28940 -3.89093 0.3 0.0 0.1 0.622
H 7.98872 1.36892 -5.38942 -0.1 0.0 0.0 0.070
H 8.96767 0.16090 -4.55250 0.0 0.0 0.0 0.075
H 7.63891 1.32139 -2.88245 0.0 0.1 0.0 0.048
H 7.00874 -0.31872 -3.02455 -0.1 0.0 0.0 0.018
Cl 7.40257 1.23885 0.13668 -0.1 -0.1 0.0 0.623
C 7.81913 -0.26007 1.00530 0.5 -0.7 -0.9 -0.654
C 8.08482 -1.41932 0.07800 0.2 0.0 0.0 -0.618
Cl 6.60916 -1.96323 -0.76710 0.1 0.1 0.1 0.563
H 7.00382 -0.48211 1.68947 0.8 -0.9 -1.6 0.012
H 8.71281 -0.04856 1.59002 0.0 0.0 0.0 0.093
H 8.45135 -2.26521 0.65732 0.0 0.0 0.0 0.078
H 8.82821 -1.17262 -0.67622 0.0 0.0 -0.1 0.071
Cl 1.77260 -2.58374 -11.90543 0.0 0.0 0.0 0.543
C 2.57936 -1.28344 -10.99165 0.1 0.0 0.0 -0.659
C 1.97648 -1.09461 -9.62474 0.2 0.0 0.1 -0.637
Cl 0.31773 -0.43366 -9.70872 0.1 0.1 -0.2 0.608
H 2.52188 -0.37247 -11.58216 -0.1 0.0 0.0 0.070
H 3.62613 -1.56539 -10.89161 0.0 0.0 0.1 0.075
H 2.56979 -0.38473 -9.05039 0.0 0.0 0.0 0.064
H 1.93649 -2.03085 -9.07267 -0.1 0.0 0.0 0.053
```
Positions in Å, forces in eV/Å.

The gap between HOMO and LUMO is 0.2417 hartree. Its total charge is +1. The HOMO energy comes out at -10.20 eV. For the total energy, the calculation gives -9595.19721 hartree. The spin multiplicity is 1.